Density functional theory data (ωB97M-V/def2-TZVPD) for an isolated ion of composition C9H18NOS and charge +1.

Output
**Gap between HOMO and LUMO**: 9.63 eV
**SMILES**: CC(C)C1=CS[C@H](O)[N@H+]1C(C)C
**HOMO level**: -12.49 eV
**Energy above the lowest of the compared OMol25 structures with the same formula, charge and spin**: 43.3 kcal/mol
**Strongest force on any atom**: 0.102 Eh/bohr
**Net charge**: +1
**Multiplicity**: 1

```
30
Properties=species:S:1:pos:R:3:nbo_charge:R:1
C 2.347 -1.459 1.054 -0.608
C 1.632 -0.765 -0.070 -0.263
C 2.136 -1.242 -1.514 -0.592
C 0.185 -0.938 0.082 0.116
C -0.514 -1.925 0.673 -0.358
S -2.221 -1.736 0.610 0.298
C -2.190 -0.203 -0.471 0.162
O -2.635 -0.445 -1.710 -0.683
N -0.633 0.097 -0.511 -0.433
C -0.502 1.544 0.231 -0.007
C -0.735 1.466 1.668 -0.688
C -1.219 2.656 -0.501 -0.641
H 2.146 -2.606 0.845 0.204
H 2.154 -1.169 2.120 0.235
H 3.416 -1.405 0.873 0.236
H 1.795 0.245 0.024 0.202
H 3.209 -1.067 -1.771 0.248
H 1.536 -0.653 -2.181 0.182
H 1.769 -2.223 -1.743 0.221
H -0.070 -2.781 1.218 0.289
H -2.748 0.664 0.013 0.242
H -2.194 -1.273 -2.152 0.506
H -0.436 0.201 -1.536 0.444
H 0.513 1.685 0.022 0.211
H -1.868 1.299 1.987 0.233
H -0.217 0.624 2.311 0.257
H -0.488 2.417 2.177 0.273
H -1.794 3.224 0.360 0.239
H -1.840 2.410 -1.258 0.231
H -0.536 3.358 -0.849 0.245
```